DFT (the ωB97M-V functional and the def2-TZVPD basis) results for 13 unconnected molecules or ions with the total composition C52H78F3O38 at a distorted geometry.

```
171
C52H78F3O38 | OMol25 | the ωB97M-V functional and the def2-TZVPD basis
C 1.503 0.243 0.629
O 0.320 0.590 -0.137
O 2.362 1.264 0.606
C 1.094 -0.339 2.013
F 2.080 -1.106 2.546
F 0.788 0.644 2.891
F 0.014 -1.184 1.927
C -0.726 1.310 0.497
C -1.605 1.771 -0.661
H -1.026 2.419 -1.318
H -1.948 0.960 -1.313
H -2.490 2.246 -0.235
H -0.338 2.235 0.930
H -1.306 0.735 1.223
H 1.878 -0.598 0.022
C -3.987 1.453 3.247
C -5.283 2.134 3.649
C -6.098 1.583 4.821
O -6.431 2.730 5.551
C -5.726 3.815 5.124
O -5.731 4.883 5.638
O -5.019 3.464 4.045
H -3.622 1.793 2.278
H -4.007 0.364 3.208
H -3.228 1.741 3.981
H -5.939 2.092 2.774
H -5.547 0.869 5.441
H -6.969 1.105 4.375
C -0.140 -2.373 -1.537
C -0.621 -3.644 -2.145
C 0.177 -4.160 -3.363
O 0.531 -5.479 -2.986
C 0.134 -5.771 -1.728
O 0.346 -6.777 -1.125
O -0.407 -4.672 -1.169
H -0.624 -2.052 -0.612
H -0.430 -1.553 -2.193
H 0.917 -2.381 -1.265
H -1.672 -3.616 -2.437
H 1.001 -3.453 -3.492
H -0.369 -4.098 -4.303
C -7.305 0.895 -2.227
C -6.651 1.149 -0.870
C -5.119 1.286 -0.862
O -4.916 2.415 -0.006
C -6.084 3.098 0.129
O -6.203 4.160 0.650
O -7.091 2.394 -0.376
H -7.090 -0.107 -2.604
H -6.939 1.619 -2.952
H -8.390 0.933 -2.136
H -6.860 0.354 -0.148
H -4.744 1.458 -1.875
H -4.649 0.374 -0.512
C 5.215 -2.290 3.256
C 5.876 -1.066 2.601
C 4.964 0.162 2.733
O 5.714 1.052 3.545
C 6.927 0.554 3.814
O 7.764 1.070 4.484
O 7.031 -0.694 3.302
H 4.841 -2.109 4.263
H 5.844 -3.180 3.287
H 4.353 -2.568 2.643
H 6.125 -1.281 1.561
H 4.035 -0.155 3.205
H 4.735 0.684 1.804
C -0.031 3.764 3.389
C 1.093 3.794 4.415
C 2.311 2.905 4.134
O 3.458 3.748 4.321
C 3.047 5.025 4.495
O 3.750 5.975 4.621
O 1.710 5.073 4.487
H -0.389 2.766 3.155
H 0.319 4.286 2.494
H -0.883 4.384 3.676
H 0.699 3.567 5.408
H 2.335 2.534 3.108
H 2.363 2.073 4.834
C 0.933 4.675 -1.226
C 1.622 4.815 0.110
C 3.039 5.360 0.152
O 3.001 6.365 1.128
C 1.717 6.735 1.381
O 1.389 7.665 2.027
O 0.869 5.861 0.778
H 1.045 5.520 -1.908
H -0.116 4.409 -1.109
H 1.390 3.810 -1.726
H 1.551 3.845 0.612
H 3.362 5.683 -0.842
H 3.683 4.521 0.422
C -4.845 0.863 -6.065
C -4.438 -0.535 -5.618
C -3.125 -1.121 -6.118
O -2.562 -1.643 -4.925
C -3.247 -1.222 -3.832
O -2.887 -1.469 -2.716
O -4.312 -0.525 -4.179
H -5.721 1.247 -5.548
H -4.992 0.905 -7.144
H -4.067 1.588 -5.809
H -5.288 -1.210 -5.764
H -2.471 -0.333 -6.503
H -3.257 -1.903 -6.862
C -0.642 -4.583 3.283
C 0.452 -5.613 3.092
C 1.361 -5.306 1.873
O 2.552 -4.849 2.511
C 2.518 -5.120 3.843
O 3.452 -4.926 4.550
O 1.330 -5.649 4.195
H -1.313 -4.916 4.076
H -1.261 -4.461 2.390
H -0.289 -3.568 3.473
H 0.023 -6.600 2.911
H 0.869 -4.507 1.321
H 1.568 -6.195 1.282
C -2.894 -2.103 0.908
C -4.388 -2.205 0.640
C -4.987 -3.431 1.316
O -6.163 -2.935 1.962
C -6.182 -1.594 1.923
O -6.945 -0.926 2.541
O -5.113 -1.124 1.218
H -2.407 -2.949 0.426
H -2.686 -2.030 1.976
H -2.501 -1.178 0.479
H -4.557 -2.244 -0.439
H -4.344 -3.825 2.105
H -5.284 -4.219 0.627
C 4.435 -3.329 -0.052
C 4.739 -3.961 -1.424
C 3.575 -4.723 -2.052
O 3.400 -4.129 -3.322
C 4.235 -3.081 -3.484
O 4.398 -2.483 -4.496
O 4.816 -2.806 -2.295
H 5.292 -2.752 0.281
H 4.279 -4.171 0.629
H 3.537 -2.714 -0.083
H 5.627 -4.594 -1.420
H 2.639 -4.584 -1.508
H 3.863 -5.756 -2.242
C -0.575 2.343 -4.547
C 0.796 1.668 -4.529
C 0.956 0.828 -3.262
O 1.434 -0.428 -3.701
C 1.261 -0.520 -5.025
O 1.396 -1.527 -5.638
O 0.842 0.674 -5.555
H -0.491 3.240 -3.927
H -1.368 1.690 -4.190
H -0.791 2.746 -5.539
H 1.584 2.422 -4.558
H 0.020 0.655 -2.730
H 1.572 1.401 -2.566
C 4.869 2.651 -2.422
C 5.340 1.799 -1.259
C 4.891 0.344 -1.322
O 6.051 -0.297 -0.798
C 7.139 0.448 -1.027
O 8.242 0.106 -0.723
O 6.752 1.673 -1.408
H 3.780 2.766 -2.458
H 5.048 2.157 -3.383
H 5.329 3.633 -2.524
H 5.103 2.257 -0.296
H 4.491 0.071 -2.305
H 4.029 0.146 -0.678
```

Computed properties:
HOMO-LUMO gap   7.25 eV
Charge   -1
Relative energy (zero: lowest compared OMol25 entry of this formula, charge and spin)   0.284 eV
2S+1   1


DFT (the ωB97M-V functional and the def2-TZVPD basis) results for 11 unconnected molecules or ions with the total composition C52H79BrClF7N4O17S12 at a distorted geometry.

```
173
C52H79BrClF7N4O17S12 | OMol25 | the ωB97M-V functional and the def2-TZVPD basis
C 0.710 4.610 1.761
C 0.654 3.405 1.652
C 0.474 1.984 1.463
C 0.687 1.363 0.218
Br 1.292 2.537 -1.185
C 0.493 -0.015 0.011
S 0.822 -0.690 -1.621
O 0.695 -2.114 -1.716
O 2.173 -0.332 -1.959
C -0.238 0.041 -2.978
F 0.366 1.025 -3.653
F -0.411 -0.951 -3.886
C -1.661 0.520 -2.582
F -2.196 1.092 -3.700
F -1.685 1.468 -1.632
C -2.654 -0.602 -2.166
F -3.743 0.026 -1.658
F -2.202 -1.396 -1.209
F -3.092 -1.258 -3.240
C 0.083 -0.838 1.114
C -0.090 -0.181 2.332
C 0.078 1.191 2.546
C -0.125 1.796 3.927
C 1.119 1.389 4.774
O 2.213 1.259 4.338
Cl 0.879 1.138 6.558
S -0.530 -1.175 3.763
C -1.550 -2.439 3.000
C -2.603 -2.993 3.717
C -2.926 -2.566 5.149
C -2.663 -3.663 6.196
O -3.428 -3.772 7.125
C -3.391 -3.999 3.124
N -4.429 -4.574 3.910
C -3.066 -4.371 1.818
O -3.814 -5.406 1.201
C -5.088 -5.139 1.153
N -6.220 -4.892 1.014
C -2.013 -3.811 1.087
C -1.693 -4.260 -0.339
C -2.903 -4.365 -1.286
C -4.160 -3.476 -1.222
N -2.854 -5.286 -2.164
C -1.205 -2.808 1.680
N -0.079 -2.265 0.959
O 1.073 -2.810 1.626
C 1.846 -3.570 0.753
O 1.422 -4.365 -0.034
C 3.339 -3.355 0.904
C 3.752 -2.139 1.477
C 5.104 -1.888 1.681
C 6.055 -2.857 1.326
C 5.637 -4.052 0.737
C 4.278 -4.313 0.532
H 0.823 5.642 2.047
H -0.108 2.897 3.902
H -1.014 1.399 4.438
H -4.010 -2.302 5.224
H -2.378 -1.658 5.458
H -1.787 -4.354 6.156
H -4.219 -5.519 4.209
H -5.345 -4.495 3.485
H -1.248 -5.268 -0.288
H -0.942 -3.601 -0.807
H -4.108 -2.750 -0.392
H -4.327 -2.972 -2.187
H -5.069 -4.082 -1.056
H -3.734 -5.242 -2.690
H 3.034 -1.367 1.777
H 5.467 -0.964 2.139
H 7.114 -2.649 1.522
H 6.347 -4.829 0.439
H 3.942 -5.256 0.095
C -7.544 -0.558 4.450
S -6.130 0.490 4.826
O -5.152 -0.341 5.579
C -6.980 1.532 6.022
H -7.225 -1.319 3.739
H -7.901 -1.038 5.361
H -8.336 0.045 4.004
H -7.373 0.918 6.834
H -7.790 2.068 5.527
H -6.263 2.246 6.422
C -3.739 3.849 -2.002
S -2.123 4.637 -2.125
O -1.599 4.793 -0.744
C -2.746 6.243 -2.649
H -3.597 2.832 -1.647
H -4.364 4.397 -1.296
H -4.209 3.827 -2.986
H -3.437 6.633 -1.900
H -3.249 6.142 -3.611
H -1.900 6.920 -2.752
C 9.960 -0.895 -0.828
S 9.881 -2.629 -0.355
O 9.464 -2.682 1.073
C 11.656 -2.921 -0.407
H 8.948 -0.494 -0.822
H 10.574 -0.345 -0.115
H 10.378 -0.811 -1.832
H 12.163 -2.242 0.280
H 12.019 -2.771 -1.424
H 11.841 -3.950 -0.103
C -0.492 2.560 -6.550
S 1.078 3.273 -7.071
O 0.795 4.634 -7.603
C 1.317 2.181 -8.482
H -0.855 3.120 -5.689
H -1.218 2.629 -7.361
H -0.342 1.518 -6.265
H 0.474 2.276 -9.169
H 1.407 1.152 -8.134
H 2.234 2.473 -8.990
C -0.260 -9.010 -4.839
S 1.131 -7.927 -4.474
O 2.122 -8.723 -3.699
C 0.249 -6.881 -3.309
H 0.078 -9.779 -5.531
H -0.615 -9.478 -3.920
H -1.060 -8.430 -5.301
H -0.140 -7.485 -2.489
H -0.568 -6.373 -3.821
H 0.946 -6.142 -2.916
C -2.400 -4.456 12.754
S -3.111 -5.286 11.322
O -2.169 -6.366 10.925
C -2.879 -3.922 10.174
H -2.408 -5.151 13.591
H -1.373 -4.159 12.537
H -3.001 -3.581 13.002
H -1.822 -3.658 10.121
H -3.465 -3.064 10.506
H -3.224 -4.237 9.191
C -4.295 -3.023 -8.601
S -2.940 -2.965 -7.416
O -2.778 -4.332 -6.861
C -3.813 -1.985 -6.183
H -3.979 -3.629 -9.449
H -5.172 -3.475 -8.138
H -4.524 -2.013 -8.942
H -4.722 -2.503 -5.873
H -4.059 -1.008 -6.601
H -3.158 -1.857 -5.327
C 3.448 8.539 1.086
S 4.038 7.004 1.811
O 2.848 6.272 2.331
C 4.855 7.766 3.221
H 2.866 8.297 0.198
H 2.819 9.069 1.803
H 4.300 9.159 0.802
H 4.132 8.344 3.797
H 5.661 8.410 2.868
H 5.270 6.974 3.843
C -0.951 9.461 2.154
S 0.471 10.498 2.530
O 1.428 9.671 3.316
C -0.382 11.576 3.690
H -0.632 8.681 1.465
H -1.329 9.005 3.070
H -1.727 10.066 1.684
H -0.796 10.986 4.508
H -1.176 12.112 3.170
H 0.339 12.290 4.085
C 6.640 3.117 -7.540
S 5.138 2.954 -8.520
O 5.531 2.415 -9.848
C 4.850 4.720 -8.718
H 7.020 2.119 -7.331
H 7.386 3.682 -8.100
H 6.408 3.622 -6.602
H 5.711 5.183 -9.201
H 4.677 5.172 -7.741
H 3.967 4.854 -9.340
```

Computed properties:
HOMO-LUMO gap   7.29 eV
Charge   0
2S+1   1


| no. | molecular weight (g mol⁻¹) |
| --- | --- |
| 1 | 1368.2 |
| 2 | 1665.4 |